{"formula": "C6H15N3S", "method": "wB97M-V/def2-TZVPD", "elements": ["C", "C", "C", "C", "C", "C", "N", "N", "N", "S", "H", "H", "H", "H", "H", "H", "H", "H", "H", "H", "H", "H", "H", "H", "H"], "positions_angstrom": [[-3.6005, 1.1672, 0.7482], [-3.3841, 0.2474, -0.4687], [-2.1715, 1.2682, 1.2442], [-2.0083, 0.7933, -0.9390], [3.0750, 0.7405, -0.6306], [2.7373, -0.2033, 0.5210], [2.0564, -2.6684, 1.2148], [2.3010, -1.8851, -1.4182], [-1.3225, 1.2663, 0.0385], [1.5853, -1.6441, 0.1169], [-4.0612, 2.0391, 0.3741], [-4.2685, 0.6764, 1.4318], [-3.0510, -0.7600, -0.4857], [-4.1455, 0.2981, -1.2533], [-2.1382, 2.0827, 1.9231], [-1.9767, 0.3064, 1.7363], [2.5267, -1.0947, -2.0560], [-1.5892, 0.6147, -1.9516], [2.1434, 0.9399, -1.1459], [3.4690, 1.7161, -0.3279], [3.6828, 0.2480, -1.2915], [2.1651, 0.3548, 1.2462], [3.6051, -0.6703, 1.1406], [1.3773, -3.1940, 1.6623], [2.9924, -2.6392, -1.4296]], "forces_ev_per_angstrom": [[0.20, -3.10, -0.67], [0.80, 2.13, -2.42], [-1.02, -1.11, -0.71], [-0.04, 0.24, 1.10], [-1.70, 0.40, 1.61], [0.44, -0.59, 1.60], [2.43, 1.70, -1.91], [0.24, -1.37, -1.07], [-0.09, 0.49, -1.01], [1.11, 1.54, 1.00], [-0.23, 1.32, -0.21], [-0.29, 0.04, 0.68], [-0.49, -1.60, 1.40], [-0.02, 0.18, 0.17], [1.12, 0.82, 0.47], [0.27, 0.34, 0.41], [-0.42, -0.92, 1.20], [-0.14, 0.23, 0.79], [-0.33, 0.28, -0.22], [0.14, -0.41, 0.14], [1.93, -0.75, -1.66], [-0.29, 0.16, 0.43], [-1.31, 0.58, -1.47], [-2.10, -1.08, 0.28], [-0.23, 0.47, 0.07]], "relative_energy_kj_mol": 98.9, "homo_energy_ev": -8.43, "multiplicity": 1, "e_lumo_ev": 0.87, "gap_ev": 9.3}

{"formula": "C4H7NO", "method": "wB97M-V/def2-TZVPD", "elements": ["O", "N", "C", "C", "C", "C", "H", "H", "H", "H", "H", "H", "H"], "positions_angstrom": [[-1.7938, -1.3058, 1.4539], [-1.2322, -1.6127, 0.4144], [-0.5444, -0.5299, -0.1756], [-0.3562, 0.7573, 0.1720], [0.7643, 0.9372, -0.8187], [0.4390, -0.5081, -1.3192], [-0.8347, 1.4254, 0.8788], [0.6639, 1.7585, -1.5322], [1.7476, 1.0010, -0.3367], [-0.0263, -0.5138, -2.3092], [1.2529, -1.2374, -1.2919], [-0.3305, -0.3057, 2.5126], [0.2505, 0.1339, 2.3517]], "forces_ev_per_angstrom": [[-0.02, -0.20, -0.55], [-0.23, 0.23, 0.28], [0.05, 0.14, -0.03], [-0.15, 0.00, -0.01], [0.06, 0.17, -0.12], [0.08, -0.18, -0.14], [0.11, -0.15, -0.08], [0.01, -0.12, -0.01], [-0.19, 0.03, -0.09], [0.08, -0.06, 0.13], [-0.07, 0.13, 0.02], [0.19, 0.10, 0.26], [0.08, -0.10, 0.33]], "relative_energy_kj_mol": 549.1, "homo_energy_ev": [-9.11, -9.11], "multiplicity": 1, "e_lumo_ev": [-0.71, -0.71], "smiles": "O=NC1=CCC1.[H][H]", "gap_ev": [8.4, 8.4]}

{"formula": "CBr3NO2", "method": "wB97M-V/def2-TZVPD", "elements": ["C", "N", "O", "O", "Br", "Br", "Br"], "positions_angstrom": [[0.9500, -0.0275, 0.0254], [-1.4191, -0.0489, 0.1078], [-1.7683, 1.0599, -0.0111], [-1.8432, -1.1279, 0.2830], [1.1859, -1.3995, -1.2755], [0.8829, 1.7360, -0.6984], [2.0118, -0.1920, 1.5689]], "forces_ev_per_angstrom": [[-0.72, 0.53, -0.87], [3.25, -0.31, 0.36], [-1.57, 0.36, 0.02], [-1.24, -0.37, 0.03], [-0.02, 0.22, 0.38], [0.63, -0.33, 0.12], [-0.34, -0.10, -0.04]], "relative_energy_kj_mol": 154.5, "homo_energy_ev": [-9.64, -9.00], "multiplicity": 1, "e_lumo_ev": [-1.33, -1.07], "gap_ev": [8.3, 7.9]}

{"formula": "C2H2N2O", "method": "wB97M-V/def2-TZVPD", "elements": ["C", "C", "N", "N", "O", "H", "H"], "positions_angstrom": [[1.6104, -0.5315, 0.5594], [-1.2738, 0.3877, -0.4054], [1.1131, -0.2298, 1.6049], [-0.6396, -0.5549, 0.0130], [2.2657, -0.6198, -0.3912], [-1.0450, 1.3543, -0.2838], [-2.0308, 0.1939, -1.0969]], "forces_ev_per_angstrom": [[1.36, 0.70, -1.19], [-0.18, -1.29, -0.56], [-2.10, 0.29, 2.18], [0.97, -2.13, 1.19], [0.66, -0.84, -1.38], [0.93, 3.83, 0.98], [-1.65, -0.57, -1.21]], "relative_energy_kj_mol": 425.9, "homo_energy_ev": [-10.90, -10.36], "multiplicity": 1, "e_lumo_ev": [-1.13, -2.35], "gap_ev": [9.8, 8.0]}

{"formula": "CH18NO6", "method": "wB97M-V/def2-TZVPD", "elements": ["C", "N", "H", "H", "H", "H", "H", "H", "H", "H", "O", "H", "H", "O", "H", "H", "O", "H", "H", "O", "H", "H", "O", "H", "H", "O"], "positions_angstrom": [[0.8843, -1.5474, -1.8556], [0.0813, -1.2059, -0.5901], [0.6863, -0.7638, -2.6219], [1.9322, -1.5418, -1.5502], [0.6805, -2.5799, -2.1747], [0.6448, -1.4912, 0.2668], [-0.8872, -1.5949, -0.5527], [-0.1239, -0.2707, -0.6358], [1.3730, -0.6853, 2.6752], [2.1862, -0.2714, 1.4930], [1.4489, -0.8593, 1.7024], [-2.2621, -4.0095, 0.7552], [-2.3766, -3.8590, -0.8043], [-2.1034, -3.3733, 0.0553], [-2.5982, 0.5363, -0.1771], [-3.2693, -0.1182, -1.2823], [-2.3636, 0.2885, -1.0697], [2.0287, 1.8219, -0.8016], [0.7621, 2.3458, -1.7242], [1.0930, 1.7067, -1.1288], [-0.4821, 4.6132, -2.0645], [-1.2488, 3.6436, -1.3774], [-0.3550, 4.0138, -1.3386], [0.7858, 0.7417, 3.4773], [2.1888, 1.1794, 3.5216], [1.5512, 0.6815, 4.1143]], "forces_ev_per_angstrom": [[-0.32, 0.07, 0.42], [0.44, -3.87, -0.52], [0.13, -0.87, 0.59], [-0.12, 0.30, -0.19], [-0.28, 0.58, 0.00], [-1.09, 0.85, -0.77], [0.95, -0.48, -0.08], [0.11, 3.47, 0.35], [0.08, -0.71, -0.69], [0.04, -0.22, -0.30], [0.32, 0.57, 1.10], [-0.05, -0.16, 0.16], [0.61, 1.11, 2.26], [-0.50, -0.82, -2.53], [0.41, 0.55, 0.75], [1.97, 0.66, -0.29], [-2.40, -1.20, -0.39], [-1.82, 0.55, -1.19], [0.08, 1.81, -0.67], [1.78, -2.68, 2.08], [0.62, 1.02, -0.63], [0.09, -0.45, 0.67], [-0.84, -0.46, -0.24], [0.37, 0.12, 1.51], [-0.44, -0.59, 1.55], [-0.15, 0.85, -2.93]], "relative_energy_kj_mol": 122.7, "homo_energy_ev": -14.49, "multiplicity": 1, "e_lumo_ev": -2.92, "total_charge": 1, "gap_ev": 11.6}

{"formula": "C10H24FN4O4", "method": "wB97M-V/def2-TZVPD", "elements": ["N", "C", "O", "N", "C", "O", "F", "H", "H", "C", "C", "C", "O", "C", "N", "H", "H", "H", "H", "H", "H", "H", "H", "H", "H", "H", "C", "C", "C", "O", "C", "N", "H", "H", "H", "H", "H", "H", "H", "H", "H", "H", "H"], "positions_angstrom": [[3.4052, -0.5092, -1.4921], [2.8996, 0.4995, -2.1414], [3.2460, 1.6668, -2.2371], [1.6339, 0.1490, -2.9203], [0.5038, -0.2937, -2.3641], [-0.3272, -1.0624, -2.7907], [0.3080, 0.2471, -1.1339], [3.2860, -1.3522, -2.0431], [1.6414, 0.1989, -3.9249], [4.5207, -1.0111, 4.4678], [4.3124, -0.6473, 2.9991], [2.9531, -0.0059, 2.6988], [1.8648, -0.9127, 2.6889], [1.3168, -1.2225, 3.9460], [4.5592, -1.8286, 2.1720], [3.9745, -1.9167, 4.7347], [5.5773, -1.2026, 4.6580], [4.1940, -0.2051, 5.1292], [5.0670, 0.1000, 2.7348], [3.0050, 0.4098, 1.6905], [2.7369, 0.8196, 3.3930], [1.3460, -0.3580, 4.6201], [1.8277, -2.0612, 4.4305], [0.2755, -1.5057, 3.7872], [4.5323, -1.5536, 1.1903], [3.7574, -2.4446, 2.2783], [-3.6579, 1.8536, -3.3652], [-3.1812, 0.7506, -2.4228], [-4.2798, -0.2402, -2.0266], [-5.2190, 0.2402, -1.0752], [-6.2592, 1.0312, -1.5996], [-2.5186, 1.3636, -1.2739], [-4.2232, 2.6209, -2.8334], [-2.7980, 2.3431, -3.8214], [-4.2880, 1.4534, -4.1636], [-2.4239, 0.1627, -2.9478], [-3.8028, -1.1004, -1.5528], [-4.8124, -0.6054, -2.9166], [-6.5589, 0.6860, -2.5956], [-5.9854, 2.0882, -1.6634], [-7.1125, 0.9396, -0.9262], [-2.0698, 0.6428, -0.7174], [-3.2267, 1.7725, -0.6700]], "forces_ev_per_angstrom": [[0.95, -0.10, 0.01], [-0.02, 0.05, -0.06], [-0.08, 0.51, 0.17], [-0.38, 0.02, -0.23], [0.14, -0.26, -0.07], [-0.05, 0.44, -0.10], [0.19, -0.32, 0.08], [-0.70, -0.19, 0.43], [0.06, -0.23, -0.02], [0.05, 0.04, 0.01], [-0.05, -0.14, 0.11], [0.06, 0.16, -0.19], [0.00, -0.05, 0.08], [-0.05, 0.01, -0.05], [-0.03, 0.07, -0.14], [-0.02, 0.01, -0.01], [0.00, -0.04, -0.02], [-0.01, 0.00, 0.00], [-0.04, 0.04, -0.03], [-0.12, -0.08, -0.04], [0.06, -0.03, 0.05], [0.00, -0.01, 0.02], [0.02, 0.03, 0.03], [0.00, 0.00, 0.00], [0.03, 0.02, 0.01], [0.02, -0.02, 0.00], [0.02, -0.01, -0.05], [-0.04, 0.17, -0.04], [0.11, -0.12, -0.01], [-0.06, 0.02, -0.01], [0.00, -0.02, 0.06], [-0.23, -0.10, 0.11], [-0.01, -0.01, 0.01], [0.01, 0.01, 0.03], [0.00, 0.00, 0.00], [-0.04, -0.05, 0.02], [-0.01, 0.02, 0.04], [0.01, 0.03, -0.01], [-0.01, 0.02, -0.01], [0.00, -0.01, -0.05], [0.00, 0.00, 0.00], [0.22, 0.08, -0.10], [-0.01, 0.01, -0.04]], "homo_energy_ev": -4.18, "multiplicity": 1, "e_lumo_ev": 2.79, "total_charge": -1, "gap_ev": 7.0}